(1)
Here is a molecular structure, C3H9NO at a distorted geometry from OMol25. Energies are from ωB97M-V/def2-TZVPD.

Computed properties:
Net charge ... 0
LUMO ... 0.54 eV
Spin multiplicity ... 1
HOMO ... -9.54 eV
Kohn-Sham gap ... 0.3701 hartree
Relative energy (zero: lowest compared OMol25 entry of this formula, charge and spin) ... 116.45 kcal per mole

```
14
Properties=species:S:1:pos:R:3:mulliken_charge:R:1
C 0.13 1.57 -0.11 -0.60
C 0.11 0.25 0.69 -0.39
C -0.86 -0.91 0.23 -0.55
O 0.12 -2.28 0.90 -0.51
N 0.56 1.44 -1.52 -0.60
H -0.86 1.89 -0.25 0.34
H 0.72 2.39 0.29 0.31
H 1.22 -0.21 0.57 0.24
H 0.03 0.57 1.74 0.36
H -1.66 -1.16 0.92 0.27
H -1.15 -0.89 -0.76 0.38
H -0.15 -1.96 -0.15 0.25
H 0.97 0.55 -1.68 0.23
H -0.26 1.57 -2.11 0.25
```

***

(2)
Here is C4H7N in the gas phase at a distorted geometry from OMol25. Energies are from ωB97M-V/def2-TZVPD.

Computed properties:
Net charge ... 0
LUMO ... 1.24 eV
Spin multiplicity ... 1
HOMO ... -7.93 eV
Kohn-Sham gap ... 0.3370 hartree
SMILES ... C1=CCNC1
Relative energy (zero: lowest compared OMol25 entry of this formula, charge and spin) ... 29.99 kcal per mole

```
12
Properties=species:S:1:pos:R:3:mulliken_charge:R:1
C -1.18 0.57 -0.12 -0.39
C -0.05 1.29 0.01 -0.31
C 1.16 0.37 -0.03 -0.45
N 0.63 -0.99 -0.08 -0.26
C -0.82 -0.93 0.00 -0.45
H -2.21 0.90 0.12 0.34
H 0.13 2.36 0.00 0.37
H 1.86 0.61 -0.89 0.23
H 1.77 0.47 0.89 0.24
H 1.25 -1.80 0.08 0.19
H -1.28 -1.40 0.87 0.25
H -1.26 -1.45 -0.86 0.24
```

***

(3)
Here is 2 unconnected molecules or ions with the total composition C9H19O3PS at a distorted geometry from OMol25. Energies are from ωB97M-V/def2-TZVPD.

Computed properties:
Net charge ... 0
LUMO (spin up / spin down) ... -2.38 / -1.20 eV
Spin multiplicity ... 1
HOMO (spin up / spin down) ... -7.02 / -8.38 eV
Kohn-Sham gap (spin up / spin down) ... 0.1704 / 0.2640 hartree
Relative energy (zero: lowest compared OMol25 entry of this formula, charge and spin) ... 97.68 kcal per mole

```
33
Properties=species:S:1:pos:R:3:mulliken_charge:R:1
C 1.45 1.16 0.00 0.08
C -3.08 3.17 -0.45 -1.14
C -2.32 -2.89 -0.08 -1.16
C 2.53 -1.09 0.48 -1.94
C 3.34 0.93 1.60 -1.53
C 3.75 0.74 -0.88 -1.44
C -2.47 2.26 0.62 0.65
C -3.80 -2.54 0.00 -0.23
C 2.84 0.37 0.30 1.98
O 1.43 2.39 -0.18 -0.60
O -3.32 1.09 0.88 -0.20
O -3.87 -1.21 0.64 -0.30
P -3.68 0.10 -0.32 0.29
S 0.02 0.19 -0.17 -0.28
H -3.91 2.71 -0.93 0.41
H -3.45 4.04 -0.08 0.33
H -2.26 3.37 -1.23 0.28
H -1.69 -2.40 0.54 0.36
H -2.09 -3.90 0.08 0.42
H -1.90 -2.74 -1.09 0.34
H 3.35 -1.65 0.89 0.46
H 1.79 -1.31 1.32 0.35
H 2.26 -1.48 -0.50 0.43
H 3.27 2.11 1.65 0.30
H 4.32 0.46 1.83 0.39
H 2.58 0.87 2.42 0.36
H 4.84 0.37 -0.79 0.31
H 3.48 0.40 -1.84 0.41
H 3.82 1.92 -0.82 0.29
H -2.30 2.76 1.69 0.28
H -1.39 1.83 0.35 -0.48
H -4.48 -3.17 0.59 0.30
H -4.27 -2.50 -1.00 0.30
```

***

(4)
Here is C21H26ClN5O5S in the gas phase at a distorted geometry from OMol25. Energies are from ωB97M-V/def2-TZVPD.

Computed properties:
Net charge ... 0
LUMO ... 0.22 eV
Spin multiplicity ... 1
HOMO ... -8.25 eV
Kohn-Sham gap ... 0.3115 hartree
SMILES ... Cc1[nH]c(=O)[nH]c(=O)c1S(=O)(=O)N1CCC[C@@H](C(=O)N2CCN(c3ccccc3Cl)CC2)C1
Relative energy (zero: lowest compared OMol25 entry of this formula, charge and spin) ... 0.00 kcal per mole

```
59
Properties=species:S:1:pos:R:3:mulliken_charge:R:1
C -4.11 -2.49 -2.06 -1.48
C -4.20 -2.17 -0.61 0.48
N -4.83 -3.07 0.20 -0.11
C -5.00 -2.91 1.56 0.18
O -5.57 -3.73 2.24 -0.62
N -4.47 -1.75 2.05 -0.10
C -3.80 -0.75 1.33 0.65
O -3.38 0.22 1.91 -0.59
C -3.70 -1.03 -0.08 -0.11
S -2.89 0.13 -1.22 1.52
O -1.73 -0.57 -1.71 -0.66
O -3.90 0.51 -2.16 -0.69
N -2.37 1.46 -0.46 0.43
C -3.27 2.52 -0.09 -0.74
C -2.58 3.87 -0.33 -0.79
C -1.24 3.91 0.41 -0.89
C -0.37 2.74 -0.03 0.59
C 0.96 2.74 0.71 0.21
O 1.10 3.32 1.77 -0.72
N 1.99 2.07 0.13 0.14
C 1.98 1.24 -1.05 -1.21
C 2.28 -0.22 -0.67 -0.87
N 3.57 -0.26 -0.01 0.32
C 4.29 -1.45 -0.02 -0.13
C 3.69 -2.69 -0.25 -0.03
C 4.43 -3.86 -0.30 -0.94
C 5.80 -3.82 -0.12 -0.41
C 6.43 -2.60 0.08 -0.62
C 5.68 -1.44 0.12 0.53
Cl 6.54 0.06 0.28 -0.20
C 3.55 0.54 1.20 -0.70
C 3.26 1.99 0.83 -0.92
C -1.12 1.44 0.27 -0.84
H -4.63 -1.72 -2.63 0.34
H -4.53 -3.47 -2.28 0.38
H -3.07 -2.45 -2.37 0.32
H -5.22 -3.92 -0.20 0.22
H -4.56 -1.59 3.05 0.25
H -4.16 2.42 -0.72 0.47
H -3.56 2.42 0.96 0.29
H -3.23 4.67 0.02 0.42
H -2.41 4.00 -1.40 0.36
H -0.73 4.85 0.21 0.40
H -1.40 3.85 1.49 0.30
H -0.20 2.82 -1.11 0.32
H 2.77 1.59 -1.72 0.33
H 1.02 1.28 -1.56 0.41
H 1.47 -0.60 -0.03 0.39
H 2.32 -0.82 -1.58 0.66
H 2.62 -2.75 -0.37 0.44
H 3.93 -4.80 -0.47 0.36
H 6.39 -4.73 -0.16 0.37
H 7.50 -2.55 0.20 0.42
H 2.77 0.18 1.89 0.22
H 4.51 0.47 1.71 0.57
H 4.05 2.37 0.18 0.32
H 3.20 2.61 1.73 0.44
H -0.58 0.56 -0.07 0.17
H -1.32 1.37 1.35 0.18
```

***

(5)
Here is a molecular structure, CH8O5 at a distorted geometry from OMol25. Energies are from ωB97M-V/def2-TZVPD.

Computed properties:
Net charge ... 0
LUMO ... 0.35 eV
Spin multiplicity ... 1
HOMO ... -10.67 eV
Kohn-Sham gap ... 0.4049 hartree
Relative energy (zero: lowest compared OMol25 entry of this formula, charge and spin) ... 30.17 kcal per mole

```
14
Properties=species:S:1:pos:R:3:mulliken_charge:R:1
H 0.30 -0.91 0.48 0.40
O 1.20 -1.74 -0.02 -0.62
O -0.30 -0.02 1.11 -0.60
H 1.37 -1.08 -0.89 0.49
H 1.96 -2.24 0.27 0.30
C -0.30 1.26 0.74 0.27
H -1.19 1.77 1.18 0.35
O 0.49 1.72 -0.08 -0.69
O -3.42 -0.72 0.01 -0.62
H -3.76 -1.54 0.30 0.30
H -2.44 -0.91 0.09 0.33
O 2.14 0.25 -1.44 -0.68
H 3.06 0.38 -1.52 0.28
H 1.61 0.98 -1.03 0.50
```

***

(6)
Here is a molecular structure, C33H38ClIN5O5PSV at a distorted geometry from OMol25. Energies are from ωB97M-V/def2-TZVPD.

Computed properties:
Net charge ... 0
LUMO (spin up / spin down) ... -0.93 / -1.02 eV
Spin multiplicity ... 4
HOMO (spin up / spin down) ... -5.89 / -5.94 eV
Kohn-Sham gap (spin up / spin down) ... 0.1822 / 0.1809 hartree
Relative energy (zero: lowest compared OMol25 entry of this formula, charge and spin) ... 0.00 kcal per mole

```
86
Properties=species:S:1:pos:R:3:mulliken_charge:R:1
V 11.50 12.26 12.08 0.76
Cl 13.46 13.11 19.69 -0.32
C 13.03 12.80 18.15 0.92
C 13.23 13.78 17.17 -1.14
C 12.80 13.53 15.89 0.47
I 13.33 14.94 14.58 0.01
C 12.11 12.35 15.49 -0.36
O 11.63 12.13 14.33 -0.14
C 12.00 11.34 16.63 0.41
N 11.45 10.17 16.25 -0.26
C 11.33 9.26 17.19 -0.56
C 11.87 9.28 18.50 -0.54
C 12.64 10.37 18.81 -0.67
C 12.56 11.52 17.92 0.06
H 13.72 14.69 17.48 0.43
H 10.83 8.37 16.86 0.42
H 11.70 8.48 19.25 0.38
H 13.29 10.37 19.71 0.33
C 12.58 7.86 12.41 -0.49
C 12.20 9.19 12.63 -0.35
N 12.29 10.18 11.73 -0.18
C 12.65 9.82 10.46 -0.06
C 13.00 8.49 10.14 1.13
C 13.05 7.51 11.16 -0.75
C 13.20 8.25 8.74 -0.82
C 12.97 9.20 7.76 -0.75
C 12.50 10.51 8.04 0.60
C 12.10 11.47 7.11 -0.74
C 11.93 12.76 7.57 -0.68
C 11.93 13.01 8.95 -0.04
N 12.10 12.07 9.89 0.09
C 12.45 10.84 9.44 0.12
H 12.54 7.16 13.26 0.45
H 11.86 9.49 13.62 0.40
H 13.38 6.47 10.95 0.37
H 13.56 7.24 8.41 0.29
H 13.21 8.98 6.71 0.35
H 12.02 11.22 6.07 0.46
H 11.73 13.59 6.91 0.44
H 11.76 14.03 9.34 0.31
C 18.25 9.54 15.32 -0.98
N 17.01 8.79 15.38 0.18
C 16.95 7.49 15.97 -0.63
C 15.47 7.06 15.87 -0.58
N 14.86 8.35 15.58 0.12
C 15.76 9.29 15.21 0.09
S 15.32 10.77 14.57 -0.41
H 18.80 9.47 16.27 0.33
H 18.05 10.57 15.08 0.29
H 18.91 9.15 14.54 0.30
H 17.30 7.53 17.02 0.31
H 17.64 6.80 15.45 0.37
H 15.10 6.65 16.81 0.33
H 15.32 6.33 15.07 0.26
H 13.88 8.47 15.28 0.01
C 11.34 16.89 10.16 -1.25
C 9.92 16.95 10.73 1.48
C 9.77 17.77 12.01 -1.29
C 8.78 17.24 9.75 -1.50
O 9.44 15.52 11.11 -0.44
P 9.81 14.50 12.23 1.12
O 11.35 14.37 12.40 -0.69
O 9.39 13.10 11.75 -1.00
O 9.14 15.03 13.55 0.02
C 7.87 14.47 14.29 1.67
C 6.79 14.46 13.22 -1.52
C 7.71 15.57 15.32 -1.65
C 8.28 13.15 14.92 -1.19
H 11.82 17.86 10.15 0.44
H 11.30 16.52 9.12 0.26
H 11.93 16.18 10.78 0.15
H 9.92 18.82 11.79 0.52
H 10.47 17.44 12.80 0.26
H 8.75 17.60 12.34 0.20
H 8.77 18.22 9.24 0.38
H 7.86 17.15 10.34 0.33
H 8.79 16.45 9.00 0.34
H 6.67 15.43 12.76 0.29
H 5.84 14.28 13.74 0.48
H 7.01 13.69 12.49 0.28
H 7.51 16.51 14.85 0.39
H 8.60 15.65 15.98 0.32
H 6.87 15.35 15.96 0.45
H 8.51 12.37 14.16 0.19
H 7.47 12.72 15.55 0.51
H 9.15 13.27 15.58 0.12
```